No. 1
DFT (ωB97M-V/def2-TZVPD) results for a molecular structure, C28H33CdN7O3S2.

```
74
Properties=species:S:1:pos:R:3:forces:R:3:nbo_charge:R:1
Cd -0.1142 -0.1288 -0.5958 0.013 0.429 -0.251 1.6422
O 4.5971 0.0266 -0.1721 0.170 -0.009 0.073 -0.7028
C 4.7393 -1.2598 0.2049 -0.065 -0.024 0.018 0.4280
C 5.9782 -1.6725 0.6922 0.087 0.017 0.019 -0.3097
C 6.1501 -2.9655 1.1437 -0.025 0.026 -0.021 -0.1670
C 5.0998 -3.8789 1.0973 -0.011 -0.082 0.017 -0.2696
C 3.8844 -3.4892 0.5733 0.043 0.039 0.004 -0.1293
C 3.6821 -2.1826 0.1226 0.024 0.070 0.005 -0.2596
C 2.3727 -1.7627 -0.4219 -0.193 -0.122 -0.369 0.6188
O 2.1709 -0.5280 -0.6753 0.199 -0.241 0.150 -0.8189
N 1.4999 -2.7466 -0.6787 0.195 -0.299 0.189 -0.4633
N 0.3130 -2.2686 -1.0740 0.069 -0.293 -0.285 -0.3294
C -0.5722 -3.0272 -1.5966 0.256 -0.038 0.095 -0.0091
C -1.8051 -2.4022 -2.0765 -0.373 0.245 -0.084 0.1694
C -2.6699 -3.0709 -2.9421 0.145 -0.070 0.099 -0.2450
C -3.7382 -2.3859 -3.4918 -0.001 0.069 0.057 -0.1533
C -3.9405 -1.0585 -3.1415 -0.008 -0.038 -0.057 -0.2661
C -3.0642 -0.4792 -2.2376 -0.066 0.041 0.063 0.0794
N -2.0271 -1.1264 -1.7239 -0.003 -0.225 -0.016 -0.5153
H 3.6304 0.1439 -0.3288 -0.068 0.037 -0.142 0.5115
H 6.7857 -0.9527 0.7252 -0.028 0.020 0.025 0.2204
H 7.1082 -3.2663 1.5485 0.014 0.008 -0.018 0.2107
H 5.2353 -4.8836 1.4748 0.000 -0.011 -0.042 0.2119
H 3.0570 -4.1804 0.5025 -0.009 -0.007 0.026 0.2358
H -0.4014 -4.0894 -1.7568 0.054 -0.002 0.009 0.1902
H -2.4738 -4.1053 -3.1945 -0.014 0.002 -0.015 0.2222
H -4.4019 -2.8776 -4.1908 -0.009 -0.010 0.008 0.2224
H -4.7509 -0.4817 -3.5636 -0.023 -0.001 0.050 0.2280
H -3.1910 0.5448 -1.9027 0.017 0.010 -0.054 0.2150
C -2.6202 1.8855 5.0072 0.154 0.022 0.019 -0.6202
C -1.1659 2.2713 4.7462 -0.178 0.024 -0.043 -0.2076
N -0.4336 1.2352 4.0160 -0.074 -0.041 -0.187 -0.4055
C 0.4375 0.3529 4.7858 -0.017 -0.269 -0.026 -0.2130
C -0.2315 -0.9366 5.2641 -0.009 0.246 -0.017 -0.6193
C -0.6388 1.0889 2.6835 0.249 -0.076 -0.046 0.3813
S 0.0920 -0.2744 1.9142 0.035 -0.124 0.552 -0.4554
N -1.4248 2.0269 2.1494 -0.253 0.197 -0.007 -0.6902
C -1.6497 2.2561 0.8594 0.225 -0.281 0.331 0.6748
O -1.1072 1.7253 -0.1364 -0.470 0.666 -0.248 -0.7969
C -2.6659 3.3256 0.5861 -0.019 0.085 -0.144 -0.0691
C -3.2384 4.0714 1.6118 -0.004 -0.034 0.006 -0.1807
C -4.1548 5.0685 1.3194 -0.052 0.029 -0.012 -0.2244
C -4.5138 5.3206 0.0028 -0.022 0.022 -0.024 -0.1984
C -3.9470 4.5801 -1.0251 -0.038 0.001 -0.020 -0.2247
C -3.0221 3.5909 -0.7347 0.051 -0.028 0.090 -0.1909
H -3.1290 2.6829 5.5514 -0.019 -0.001 -0.007 0.2086
H -2.6789 0.9732 5.6008 -0.036 -0.002 0.008 0.2027
H -3.1289 1.7218 4.0586 -0.042 0.003 0.021 0.2270
H -0.6442 2.4386 5.6881 0.040 -0.015 -0.019 0.1940
H -1.1306 3.1901 4.1646 0.040 0.026 0.065 0.2222
H 0.7894 0.9205 5.6480 0.031 0.052 -0.059 0.1941
H 1.3005 0.1017 4.1703 0.005 0.046 0.007 0.2292
H -1.0585 -0.7189 5.9413 0.011 -0.040 0.023 0.1972
H 0.4987 -1.5508 5.7928 -0.024 -0.014 0.010 0.2121
H -0.6104 -1.4978 4.4141 -0.015 -0.058 -0.030 0.2292
H -2.9527 3.8626 2.6329 0.021 -0.008 0.001 0.2278
H -4.5916 5.6569 2.1164 0.007 -0.029 0.021 0.2115
H -5.2331 6.0974 -0.2247 0.006 0.004 0.011 0.2107
H -4.2263 4.7802 -2.0519 0.025 -0.005 -0.004 0.2113
H -2.5461 3.0166 -1.5185 -0.013 0.025 -0.031 0.2276
C 3.9195 -0.4072 -3.8149 -0.050 -0.074 0.015 -0.4375
N 2.7791 0.4365 -3.5194 0.217 -0.162 0.117 -0.5715
C 1.5060 0.0716 -3.6926 -0.064 -0.099 -0.462 0.3564
S 0.2597 1.0723 -3.1268 -0.154 0.133 0.202 -0.3784
N 1.2989 -1.0535 -4.3982 -0.025 0.013 0.167 -0.5907
C 0.0040 -1.5580 -4.8137 0.014 0.018 -0.012 -0.4182
H 4.8221 0.1160 -3.5172 0.025 0.009 -0.012 0.2374
H 3.9761 -0.6178 -4.8861 0.074 0.040 0.012 0.1932
H 3.8805 -1.3536 -3.2647 -0.018 0.035 0.030 0.2073
H 2.9088 1.2047 -2.8867 -0.030 0.085 0.092 0.4261
H 2.1057 -1.5830 -4.6847 -0.014 0.013 0.018 0.3983
H -0.7624 -0.9308 -4.3687 -0.043 -0.007 0.015 0.2450
H -0.1306 -2.5867 -4.4797 0.042 0.017 0.008 0.2005
H -0.0951 -1.5182 -5.9001 0.025 0.010 0.015 0.2003
```
Forces are in eV/Å.

Output
Frontier orbital gap in eV: 7.5225
E_LUMO in Eh: -0.0117
Total energy in eV: -72382.33755
Spin multiplicity: 1

***

No. 2
DFT (ωB97M-V/def2-TZVPD) results for 5 unconnected molecules or ions with the total composition C28H33F2INO2PSi.

```
69
Properties=species:S:1:pos:R:3:forces:R:3:nbo_charge:R:1
N 4.0514 -2.1940 -0.7487 0.195 0.350 0.217 -1.1312
P 3.0969 -1.8045 0.6377 0.206 -0.228 0.141 0.8525
O 2.7110 -3.3865 0.9688 -0.355 0.035 -0.053 -0.9787
Si 1.1995 -1.0619 -0.3929 -0.004 0.087 -0.210 1.0422
I 1.1565 -1.5311 -2.7990 0.003 0.004 0.123 -0.1842
C -0.2793 -1.7794 0.5157 -0.138 -0.206 -0.142 -0.9493
C -1.6571 -1.5700 -0.0965 0.035 0.209 0.151 0.0673
F -1.8184 -2.3964 -1.1972 -0.014 -0.121 -0.131 -0.3706
C 1.2481 0.8392 -0.3023 -0.041 0.055 -0.040 -1.0269
C 0.8314 1.3772 1.0252 -0.101 0.041 -0.240 0.8961
O 0.7525 0.8039 2.0575 0.105 -0.013 0.189 -0.5489
F 0.4867 2.6874 0.9637 0.102 -0.072 0.017 -0.3443
H 4.9356 -2.5817 -0.4210 -0.014 0.031 -0.036 0.3881
H 4.3006 -1.3260 -1.2237 -0.084 -0.178 -0.184 0.3808
H 2.1217 -3.4393 1.7309 0.177 -0.066 0.115 0.4914
H -0.1199 -2.8616 0.5966 -0.017 0.066 0.040 0.2556
H -0.2889 -1.3762 1.5332 0.102 0.003 -0.038 0.2701
H -1.8179 -0.5425 -0.4378 0.016 -0.003 0.025 0.1600
H -2.4432 -1.8248 0.6173 0.020 -0.010 0.008 0.1737
H 2.2826 1.1632 -0.4735 -0.058 -0.004 -0.006 0.2806
H 0.6590 1.3008 -1.0977 0.005 0.023 0.078 0.2809
C -2.1007 6.2292 -0.2357 0.011 0.007 -0.011 -0.2181
C -1.6329 5.0037 0.2182 -0.024 0.020 0.004 -0.2200
C -2.4265 3.8718 0.0919 -0.027 0.000 -0.013 -0.1615
C -3.6837 3.9657 -0.4890 -0.005 -0.017 -0.006 -0.2338
C -4.1496 5.1912 -0.9444 0.000 0.002 0.002 -0.2133
C -3.3575 6.3236 -0.8172 -0.001 -0.001 -0.001 -0.2123
H -1.4835 7.1131 -0.1363 -0.002 -0.001 0.002 0.2116
H -0.6544 4.9332 0.6737 -0.001 -0.018 0.002 0.2158
H -2.0678 2.9159 0.4514 0.011 0.011 0.019 0.1959
H -4.3024 3.0825 -0.5871 0.000 0.001 0.001 0.2103
H -5.1302 5.2636 -1.3972 0.001 -0.001 -0.001 0.2126
H -3.7200 7.2803 -1.1710 0.000 -0.001 0.000 0.2121
C -5.7750 -2.2068 -5.4567 0.006 0.004 -0.005 -0.2147
C -5.2774 -2.3875 -4.1733 -0.006 -0.002 -0.004 -0.2149
C -3.9069 -2.4417 -3.9589 0.014 -0.013 0.052 -0.2149
C -3.0336 -2.3158 -5.0306 0.007 0.012 -0.011 -0.2155
C -3.5306 -2.1364 -6.3143 0.011 0.002 -0.005 -0.2028
C -4.9010 -2.0815 -6.5278 -0.011 -0.001 0.004 -0.2197
H -6.8440 -2.1641 -5.6224 0.000 -0.002 -0.001 0.2103
H -5.9594 -2.4881 -3.3384 -0.001 0.002 -0.001 0.2094
H -3.5149 -2.5832 -2.9592 -0.007 0.010 -0.038 0.2257
H -1.9647 -2.3563 -4.8633 0.000 -0.005 0.017 0.2149
H -2.8488 -2.0398 -7.1499 -0.001 0.002 0.001 0.2091
H -5.2879 -1.9415 -7.5292 -0.001 0.000 0.001 0.2106
C 8.0338 -2.3541 0.6579 -0.017 -0.005 -0.003 -0.2282
C 8.7177 -1.8819 -0.4545 -0.007 -0.002 -0.008 -0.2138
C 9.0923 -0.5470 -0.5224 0.001 0.003 -0.005 -0.2131
C 8.7823 0.3153 0.5205 -0.006 0.004 -0.002 -0.2111
C 8.0961 -0.1559 1.6313 -0.008 0.001 -0.011 -0.2165
C 7.7238 -1.4913 1.7008 -0.065 -0.014 -0.011 -0.2030
H 7.7457 -3.3966 0.7139 0.008 -0.004 0.005 0.2139
H 8.9607 -2.5548 -1.2669 0.001 0.000 0.002 0.2147
H 9.6278 -0.1788 -1.3881 -0.001 -0.001 0.001 0.2141
H 9.0757 1.3559 0.4671 -0.001 -0.001 -0.001 0.2138
H 7.8495 0.5174 2.4421 0.009 -0.003 0.004 0.2147
H 7.1845 -1.8593 2.5644 0.014 0.003 0.009 0.2140
C -4.2640 -0.1490 4.6889 -0.001 0.001 0.004 -0.2180
C -3.7482 -0.1971 5.9765 -0.003 -0.002 -0.001 -0.2125
C -2.3808 -0.0736 6.1827 0.002 0.001 0.001 -0.2169
C -1.5281 0.0974 5.1010 0.009 0.000 0.007 -0.2190
C -2.0431 0.1444 3.8131 -0.044 -0.051 -0.020 -0.1683
C -3.4107 0.0211 3.6072 0.008 -0.005 -0.009 -0.2255
H -5.3306 -0.2414 4.5290 0.002 -0.002 -0.001 0.2125
H -4.4129 -0.3294 6.8206 0.001 0.002 -0.001 0.2125
H -1.9801 -0.1086 7.1878 -0.001 0.000 -0.001 0.2123
H -0.4617 0.1995 5.2575 -0.001 0.000 -0.004 0.2145
H -1.3709 0.2779 2.9769 -0.014 0.052 0.008 0.2016
H -3.8145 0.0626 2.6027 -0.002 0.004 0.002 0.2050
```
Forces are in eV/Å.

Output
Frontier orbital gap in eV: 8.4922
E_LUMO in Eh: 0.0094
Total energy in eV: -65860.69108
Spin multiplicity: 1
Structure (SMILES): NP(O)[Si@@](I)(CCF)CC(=O)F.c1ccccc1.c1ccccc1.c1ccccc1.c1ccccc1

***

No. 3
DFT (ωB97M-V/def2-TZVPD) results for a molecular structure, C28H33F5IrN5O3.

```
75
Properties=species:S:1:pos:R:3:forces:R:3:mulliken_charge:R:1
Ir -0.5419 -0.2769 0.2838 2.664 0.313 -1.283 1.9504
C -0.5107 1.7975 -2.3524 0.100 -0.214 -0.016 -1.1687
C -0.0968 0.4325 -2.8827 0.249 0.840 0.131 -0.5908
N -0.6752 -0.6545 -2.0772 -0.094 0.008 2.201 0.5410
C -2.0539 -0.9152 -2.5148 -0.877 -0.134 0.200 -0.6226
C -2.9046 -1.6655 -1.5013 0.137 0.152 -0.060 -1.3290
C 0.1353 -1.8821 -2.1095 0.615 -0.470 0.232 -1.2722
C 1.5355 -1.6806 -1.5232 -0.209 -0.174 -0.878 -0.8083
N 1.4803 -0.8720 -0.3320 -5.420 0.511 0.174 -0.1232
C 2.5714 -0.7138 0.4250 2.081 0.652 2.043 0.3178
C 2.4519 0.0148 1.6416 0.128 -0.430 -0.586 0.3627
F 1.2342 0.5319 1.9350 0.075 -0.029 0.305 -0.2363
C 3.4993 0.1952 2.5212 0.246 -0.118 -0.219 -0.2996
F 3.2990 0.8825 3.6406 -0.081 -0.004 0.001 -0.2789
C 4.7565 -0.3253 2.2399 -0.395 -0.064 -0.241 -0.3234
C 4.9266 -1.0154 1.0504 -0.188 0.195 0.234 -0.0679
F 6.1207 -1.5136 0.7488 -0.100 0.008 -0.072 -0.2749
C 3.8842 -1.1991 0.1561 -0.669 0.192 -0.024 0.5234
F 4.1434 -1.8370 -0.9922 0.073 -0.049 0.078 -0.3014
H -0.0245 2.5747 -2.9318 0.030 0.133 -0.125 0.5375
H -0.1959 1.8893 -1.3121 -0.026 0.120 -0.089 0.1384
H -1.5875 1.9439 -2.4091 -0.075 0.074 0.032 0.3278
H 0.9878 0.3714 -2.8403 -0.010 -0.116 -0.022 0.3041
H -0.4053 0.3215 -3.9288 0.014 -0.225 0.127 0.3836
H -2.0362 -1.4718 -3.4589 0.183 0.152 -0.022 0.3739
H -2.5202 0.0530 -2.7002 0.098 -0.033 -0.077 0.4344
H -2.6294 -2.7112 -1.4156 0.023 -0.140 0.051 0.3601
H -3.9454 -1.6190 -1.8121 -0.075 -0.061 -0.047 0.4373
H -2.8192 -1.1991 -0.5175 -0.157 -0.118 -0.079 0.2630
H 0.2293 -2.2669 -3.1344 -0.102 0.137 0.057 0.3096
H -0.3873 -2.6329 -1.5112 0.003 0.059 -0.088 0.4507
H 2.2057 -1.2233 -2.2628 -0.080 -0.093 0.106 0.5134
H 1.9518 -2.6691 -1.3005 -0.089 0.108 -0.054 0.6039
H 5.5808 -0.2050 2.9238 0.055 0.060 0.080 0.5222
C -7.4795 2.2969 0.8728 0.050 0.130 0.205 -1.0118
C -6.6678 2.8119 2.0588 -0.703 -0.028 -0.223 -0.9181
N -5.2419 2.6647 1.8079 0.248 -0.222 0.295 0.1440
C -4.6646 1.5135 2.1873 0.210 0.033 -0.123 -0.2536
C -3.3856 1.1454 1.8800 0.876 -0.466 -0.258 -0.2036
C -2.9242 -0.2397 2.3623 -1.882 2.373 0.812 0.1948
O -3.4653 -0.6714 3.3541 0.295 -0.484 -0.162 -0.6302
O -2.0619 -0.8204 1.6405 2.764 -1.301 -2.057 -0.8606
C -2.5454 2.0203 1.1348 -1.992 0.094 0.464 1.5101
O -1.3801 1.7955 0.7418 1.442 -1.668 -0.834 -0.9692
C -3.1629 3.2978 0.7984 0.146 0.035 0.004 0.6988
C -2.4011 4.2344 0.0950 -0.261 0.182 -0.057 -0.5078
C -2.9374 5.4262 -0.2968 0.254 -0.365 0.142 0.2121
F -2.1295 6.2615 -0.9814 -0.061 0.077 0.080 -0.3415
C -4.2668 5.7771 0.0090 0.069 -0.588 0.087 -1.1093
C -5.0292 4.8270 0.6842 0.016 0.122 0.055 -0.7450
C -4.5065 3.5958 1.1087 0.653 0.202 -0.255 -0.0976
N -4.8406 6.9875 -0.3769 -0.204 0.240 -0.260 0.1603
C -5.6691 7.7319 0.5485 -0.080 0.165 0.069 -0.6767
C -6.8694 8.3032 -0.2276 -0.116 -0.280 0.971 -0.7524
N -6.4444 8.5879 -1.6278 -0.259 -0.088 -0.414 -0.0879
C -5.0374 9.0499 -1.6736 0.807 0.167 -0.033 -0.8482
C -4.1260 7.8795 -1.2813 0.233 0.031 -0.151 -0.7456
H -8.5400 2.4225 1.0705 -0.115 0.033 -0.028 0.3976
H -7.2936 1.2378 0.7139 0.041 -0.092 -0.014 0.3317
H -7.2212 2.8314 -0.0379 -0.017 0.059 -0.124 0.3149
H -6.9159 2.2313 2.9471 0.122 0.133 0.028 0.4572
H -6.9003 3.8549 2.2708 0.076 -0.071 0.104 0.4182
H -5.2660 0.8227 2.7648 -0.050 0.036 0.023 0.5398
H -1.3689 4.0167 -0.1290 0.086 -0.024 -0.055 0.6439
H -6.0608 5.0653 0.8837 -0.111 -0.048 -0.008 0.6956
H -5.0919 8.5472 1.0075 -0.070 -0.086 0.024 0.3245
H -6.0206 7.0937 1.3564 -0.026 0.124 -0.062 0.4755
H -7.2148 9.2250 0.2417 -0.018 0.017 -0.210 0.3743
H -7.6959 7.5903 -0.2539 0.077 0.121 -0.148 0.4235
H -7.0715 9.2739 -2.0565 0.043 -0.158 -0.025 0.3576
H -6.4952 7.7169 -2.1696 -0.147 0.210 0.066 0.3900
H -4.9286 9.8947 -0.9925 -0.183 -0.057 -0.046 0.3554
H -4.7862 9.3874 -2.6799 -0.175 0.018 0.084 0.4030
H -3.2095 8.2890 -0.8386 -0.155 0.040 -0.108 0.4412
H -3.8429 7.3133 -2.1714 -0.013 0.139 0.068 0.5377
```
Forces are in eV/Å.

Output
Charge: +2
Frontier orbital gap (alpha / beta) in eV: 5.8981 / 5.9117
E_LUMO (alpha / beta) in Eh: -0.2434 / -0.2433
Total energy in eV: -59573.52360
Spin multiplicity: 1
Relative energy (zero: lowest compared OMol25 entry of this formula, charge and spin) in kcal/mol: 69.9

***

Table of F_max (Eh/bohr), in record order: 0.017 0.009 0.106